1.
Below is a 2-piece molecular cluster, C5H14 overall, with properties calculated with wB97M-V/def2-TZVPD.

Cartesian coordinates (Å):
C (-0.558, -2.036, 1.524)
C (-0.357, -0.636, 2.136)
C (1.044, -0.138, 1.733)
H (0.261, -2.338, 0.869)
H (-1.382, -1.967, 0.786)
H (-0.852, -2.948, 2.047)
H (-1.064, 0.062, 1.701)
H (-0.336, -0.801, 3.213)
H (1.802, -0.921, 1.851)
H (1.155, 0.086, 0.672)
H (1.353, 0.709, 2.350)
C (0.367, 1.044, -1.907)
C (-0.681, 1.708, -2.800)
H (-0.087, 0.585, -1.025)
H (0.965, 0.316, -2.436)
H (1.087, 1.736, -1.454)
H (-0.460, 1.316, -3.791)
H (-1.700, 1.439, -2.546)
H (-0.555, 2.784, -2.922)

Properties
HOMO = -11.290 eV
DFT total energy = -198.8611 hartree
Relative energy (zero: lowest compared OMol25 entry of this formula, charge and spin) = 0.7640 eV
Orbital gap = 12.37 eV
SMILES string = CCC.CC



2.
Below is a 2-piece molecular cluster, C5H14 overall, with properties calculated with wB97M-V/def2-TZVPD.

Cartesian coordinates (Å):
C (-0.080, -2.227, 0.035)
C (0.469, -1.210, -0.983)
C (2.020, -1.409, -1.287)
H (-0.815, -2.858, -0.495)
H (-0.759, -1.646, 0.794)
H (0.702, -2.881, 0.436)
H (-0.056, -1.186, -1.876)
H (0.270, -0.364, -0.429)
H (2.091, -2.033, -2.171)
H (2.798, -0.534, -1.427)
H (2.436, -2.127, -0.435)
C (-0.649, 2.611, 1.557)
C (-1.708, 2.144, 0.599)
H (0.266, 2.911, 0.920)
H (-0.802, 3.448, 2.203)
H (-0.341, 1.819, 2.231)
H (-1.433, 1.341, 0.011)
H (-1.930, 2.786, -0.271)
H (-2.734, 1.866, 0.983)

Properties
HOMO = -11.171 eV
DFT total energy = -198.8320 hartree
Relative energy (zero: lowest compared OMol25 entry of this formula, charge and spin) = 1.5544 eV
Orbital gap = 12.23 eV
SMILES string = CCC.CC



3.
Below is a 2-piece molecular cluster, C5H14 overall, with properties calculated with wB97M-V/def2-TZVPD.

Cartesian coordinates (Å):
C (-1.159, 0.563, -2.028)
C (-0.921, 1.368, -0.729)
C (0.559, 1.701, -0.480)
H (-1.438, 1.219, -2.817)
H (-1.927, -0.198, -1.906)
H (-0.238, 0.073, -2.336)
H (-1.555, 2.251, -0.757)
H (-1.272, 0.777, 0.122)
H (1.220, 1.079, -1.080)
H (0.750, 2.746, -0.744)
H (0.865, 1.622, 0.561)
C (0.133, -1.589, 2.051)
C (1.298, -1.898, 1.104)
H (-0.521, -0.828, 1.636)
H (-0.488, -2.471, 2.215)
H (0.532, -1.262, 3.010)
H (0.922, -2.313, 0.168)
H (1.836, -0.978, 0.881)
H (1.986, -2.619, 1.536)

Properties
HOMO = -11.271 eV
DFT total energy = -198.8808 hartree
Relative energy (zero: lowest compared OMol25 entry of this formula, charge and spin) = 0.2284 eV
Orbital gap = 12.46 eV
SMILES string = CCC.CC



4.
Below is a 2-piece molecular cluster, C5H14 overall, with properties calculated with wB97M-V/def2-TZVPD.

Cartesian coordinates (Å):
C (0.808, -1.999, 2.001)
C (0.441, -0.572, 1.573)
C (-1.063, -0.290, 1.787)
H (-0.093, -2.575, 2.160)
H (1.297, -1.969, 2.974)
H (1.558, -2.401, 1.328)
H (0.954, 0.194, 2.167)
H (0.756, -0.222, 0.590)
H (-1.225, -0.263, 2.863)
H (-1.418, 0.570, 1.221)
H (-1.692, -1.096, 1.391)
C (0.138, 0.952, -1.887)
C (-0.264, 1.801, -3.085)
H (-0.370, -0.020, -1.903)
H (1.162, 0.568, -1.969)
H (0.030, 1.411, -0.910)
H (0.148, 1.343, -3.990)
H (-1.332, 1.774, -3.299)
H (0.166, 2.795, -3.013)

Properties
HOMO = -11.035 eV
DFT total energy = -198.8692 hartree
Relative energy (zero: lowest compared OMol25 entry of this formula, charge and spin) = 0.5432 eV
Orbital gap = 12.12 eV
SMILES string = CCC.CC



5.
Below is a 2-piece molecular cluster, C5H14 overall, with properties calculated with wB97M-V/def2-TZVPD.

Cartesian coordinates (Å):
C (0.515, -0.116, 2.232)
C (1.396, -0.273, 0.994)
C (1.450, -1.648, 0.247)
H (-0.322, -0.804, 2.027)
H (0.231, 0.920, 2.375)
H (0.984, -0.521, 3.126)
H (1.283, 0.407, 0.149)
H (2.440, -0.115, 1.318)
H (1.341, -1.423, -0.817)
H (2.445, -2.076, 0.324)
H (0.637, -2.286, 0.569)
C (-1.940, 1.681, -1.576)
C (-1.139, 0.357, -1.551)
H (-1.473, 2.439, -2.201)
H (-2.916, 1.525, -2.034)
H (-2.145, 1.967, -0.545)
H (-1.231, -0.206, -0.619)
H (-0.098, 0.590, -1.783)
H (-1.458, -0.418, -2.235)

Properties
HOMO = -10.954 eV
DFT total energy = -198.8619 hartree
Relative energy (zero: lowest compared OMol25 entry of this formula, charge and spin) = 0.7420 eV
Orbital gap = 12.13 eV
SMILES string = CCC.CC



6.
Below is a 2-piece molecular cluster, C5H14 overall, with properties calculated with wB97M-V/def2-TZVPD.

Cartesian coordinates (Å):
C (-0.113, -2.373, -0.867)
C (0.341, -0.901, -0.839)
C (0.827, -0.395, -2.205)
H (0.709, -3.054, -0.629)
H (-0.501, -2.616, -1.855)
H (-0.869, -2.546, -0.098)
H (-0.500, -0.299, -0.488)
H (1.111, -0.772, -0.084)
H (0.069, -0.597, -2.961)
H (1.149, 0.639, -2.106)
H (1.672, -1.024, -2.489)
C (-0.145, 1.137, 2.134)
C (-0.854, 2.354, 1.542)
H (-0.743, 0.256, 1.902)
H (0.816, 0.994, 1.634)
H (0.112, 1.251, 3.186)
H (-0.321, 3.273, 1.793)
H (-1.854, 2.413, 1.969)
H (-0.905, 2.259, 0.462)

Properties
HOMO = -11.331 eV
DFT total energy = -198.8823 hartree
Relative energy (zero: lowest compared OMol25 entry of this formula, charge and spin) = 0.1863 eV
Orbital gap = 12.44 eV
SMILES string = CCC.CC



7.
Below is a 2-piece molecular cluster, C5H14 overall, with properties calculated with wB97M-V/def2-TZVPD.

Cartesian coordinates (Å):
C (-1.045, -0.616, -2.915)
C (-0.762, -0.237, -1.470)
C (-0.052, -1.389, -0.717)
H (-1.712, 0.090, -3.408)
H (-0.160, -0.683, -3.540)
H (-1.421, -1.642, -2.939)
H (-1.692, 0.133, -1.039)
H (-0.043, 0.587, -1.390)
H (-0.211, -2.385, -1.135)
H (-0.457, -1.456, 0.289)
H (1.002, -1.159, -0.704)
C (0.561, 1.066, 3.052)
C (1.034, 1.156, 1.616)
H (0.666, 2.002, 3.609)
H (-0.442, 0.673, 3.199)
H (1.171, 0.453, 3.735)
H (1.481, 0.239, 1.226)
H (0.189, 1.343, 0.963)
H (1.895, 1.826, 1.569)

Properties
HOMO = -11.273 eV
DFT total energy = -198.8695 hartree
Relative energy (zero: lowest compared OMol25 entry of this formula, charge and spin) = 0.5338 eV
Orbital gap = 12.42 eV
SMILES string = CCC.CC



8.
Below is a 2-piece molecular cluster, C5H14 overall, with properties calculated with wB97M-V/def2-TZVPD.

Cartesian coordinates (Å):
C (0.694, -2.132, -0.988)
C (0.440, -0.605, -1.146)
C (-0.640, -0.400, -2.228)
H (1.127, -2.582, -1.875)
H (-0.245, -2.637, -0.766)
H (1.396, -2.251, -0.159)
H (0.205, -0.157, -0.188)
H (1.374, -0.193, -1.524)
H (-1.541, 0.026, -1.775)
H (-0.319, 0.266, -3.022)
H (-1.043, -1.338, -2.614)
C (-0.359, 0.827, 2.404)
C (-0.074, 2.241, 1.852)
H (-1.450, 0.730, 2.387)
H (0.015, 0.056, 1.747)
H (-0.123, 0.671, 3.451)
H (-0.977, 2.744, 1.525)
H (0.665, 2.196, 1.051)
H (0.444, 2.888, 2.564)

Properties
HOMO = -11.314 eV
DFT total energy = -198.8708 hartree
Relative energy (zero: lowest compared OMol25 entry of this formula, charge and spin) = 0.4991 eV
Orbital gap = 12.43 eV
SMILES string = CCC.CC



Which value of HOMO does entry 7 give? -11.273 eV



Which of these has the highest orbital gap? number 3



What did the fifth record say?
Below is a 2-piece molecular cluster, C5H14 overall, with properties calculated with wB97M-V/def2-TZVPD.

Cartesian coordinates (Å):
C (0.515, -0.116, 2.232)
C (1.396, -0.273, 0.994)
C (1.450, -1.648, 0.247)
H (-0.322, -0.804, 2.027)
H (0.231, 0.920, 2.375)
H (0.984, -0.521, 3.126)
H (1.283, 0.407, 0.149)
H (2.440, -0.115, 1.318)
H (1.341, -1.423, -0.817)
H (2.445, -2.076, 0.324)
H (0.637, -2.286, 0.569)
C (-1.940, 1.681, -1.576)
C (-1.139, 0.357, -1.551)
H (-1.473, 2.439, -2.201)
H (-2.916, 1.525, -2.034)
H (-2.145, 1.967, -0.545)
H (-1.231, -0.206, -0.619)
H (-0.098, 0.590, -1.783)
H (-1.458, -0.418, -2.235)

Properties
HOMO = -10.954 eV
DFT total energy = -198.8619 hartree
Relative energy (zero: lowest compared OMol25 entry of this formula, charge and spin) = 0.7420 eV
Orbital gap = 12.13 eV
SMILES string = CCC.CC